Molecular formula: C3H18BF4O10
Method: DFT, ωB97M-V/def2-TZVPD

- Gap between HOMO and LUMO: 10.90 eV
- Total charge: -1
- Strongest force on any atom: 5.2 eV Å⁻¹
- LUMO: 2.4 eV
- Molecular weight: 300.97 g/mol

```
36
Properties=species:S:1:pos:R:3:forces:R:3:nbo_charge:R:1
B -1.372368 -0.497680 0.286703 1.3 0.3 -1.3 1.30
F -0.900158 -1.131510 1.375193 0.4 -1.7 1.7 -0.56
F -2.163868 0.507770 0.578313 -3.2 3.4 2.0 -0.57
F -0.289578 0.116010 -0.342977 1.9 0.1 -1.3 -0.60
F -2.078638 -1.246960 -0.611257 -0.4 -2.2 -1.2 -0.57
O 0.686392 -6.037510 2.156653 0.2 -0.3 0.1 -0.95
H 0.654372 -5.543870 1.337183 0.1 0.2 -0.3 0.48
H -0.184938 -5.927460 2.537313 -0.2 0.1 0.1 0.47
O -5.473278 0.977590 2.555783 -0.2 0.2 0.2 -0.95
H -6.240758 0.415320 2.450623 -0.2 -0.1 0.0 0.46
H -4.767178 0.504710 2.115293 0.4 -0.1 -0.2 0.49
O 1.358842 -4.151890 -1.104557 0.0 -0.4 0.0 -0.95
H 0.818802 -3.362270 -1.137337 -0.3 0.3 0.1 0.49
H 2.259022 -3.826690 -1.092937 0.2 0.1 0.0 0.46
O 2.230642 -2.347820 3.932073 0.2 -0.1 0.3 -0.95
H 1.369402 -1.943420 3.827433 -0.3 0.1 -0.1 0.48
H 2.627452 -2.295800 3.062543 0.0 0.0 -0.2 0.47
O -2.643248 2.329420 -2.975317 0.1 0.2 -0.4 -0.96
H -2.162018 1.804930 -2.335347 0.2 -0.3 0.4 0.49
H -3.487858 2.500730 -2.558757 -0.2 0.0 0.1 0.47
O -4.763228 -4.351370 -1.478187 -0.1 -0.3 0.0 -0.94
H -4.201628 -3.595620 -1.650477 0.3 0.3 0.1 0.48
H -5.602368 -4.122900 -1.878027 -0.2 0.0 -0.1 0.46
O 0.077162 0.121990 -5.043007 0.2 -0.1 -0.3 -0.95
H -0.758978 0.533800 -4.824997 -0.3 0.1 0.1 0.48
H 0.488542 -0.049060 -4.195807 0.0 -0.1 0.3 0.47
C 2.973312 3.908770 -0.346357 -0.6 0.1 0.6 -0.09
C 3.515072 3.072360 0.832683 -0.3 0.1 -2.5 -0.10
O 3.998752 4.052510 1.689203 1.0 1.3 2.0 -0.50
C 4.026622 5.306070 1.139683 -0.9 2.3 1.9 0.98
O 4.301432 6.386070 1.721523 -0.5 -4.6 -2.4 -0.60
O 3.486492 5.179370 -0.076557 1.2 2.6 -0.3 -0.49
H 1.898532 4.038820 -0.219717 -0.1 -0.5 -0.7 0.19
H 3.315372 3.657950 -1.350437 -0.4 -0.4 0.2 0.20
H 4.340962 2.504250 0.404613 0.0 -0.6 0.7 0.18
H 2.662892 2.513380 1.219233 0.7 -0.3 0.5 0.22
```
Forces are in eV/Å.

***

Molecular formula: C25H64F3HgO11S
Method: DFT, ωB97M-V/def2-TZVPD

- Gap between HOMO and LUMO: 5.47 eV
- Total charge: +1
- Strongest force on any atom: 2.0 eV Å⁻¹
- LUMO: -6.1 eV
- Energy relative to the best compared isomer or geometry (same formula, charge and spin): 0.089 eV
- Molecular weight: 830.43 g/mol

```
105
Properties=species:S:1:pos:R:3:forces:R:3:mulliken_charge:R:1
Hg -3.225067 -1.587936 -0.664957 0.6 0.9 -0.3 1.97
C 0.857865 0.626456 -0.643728 0.5 -0.6 -0.7 0.00
F 1.865966 -0.231646 -0.794916 -0.1 0.0 0.5 -0.13
F 1.347919 1.803444 -0.284236 -0.3 0.1 0.2 0.11
F 0.291773 0.736535 -1.851034 -0.4 0.3 0.2 -0.22
S -0.370184 0.003271 0.601306 -0.1 0.5 0.9 -0.24
O -1.145384 1.151622 1.011544 0.2 -0.2 -0.3 -0.49
O -1.164205 -0.924984 -0.234279 0.3 -0.6 -0.2 -0.12
O 0.382646 -0.644290 1.639412 -0.2 0.3 -0.8 -0.35
C 1.891770 -3.271236 0.484326 0.1 0.0 0.8 -0.32
C 2.105302 -4.734922 0.846008 0.4 -0.1 -0.2 0.48
C 1.608026 -5.687720 -0.226709 0.1 0.0 -0.2 -1.29
O 3.499521 -4.978644 1.056382 -0.1 0.0 -0.2 -0.61
H 2.472996 -2.934406 -0.375697 -0.2 -0.4 -0.3 0.37
H 2.270272 -2.670831 1.316600 -0.3 0.1 0.0 0.12
H 0.825571 -3.064773 0.366083 0.0 0.2 -0.1 -0.31
H 1.603016 -4.990729 1.786070 -0.2 0.3 0.0 0.25
H 2.095492 -6.656502 -0.121051 -0.1 0.0 0.0 0.41
H 1.820634 -5.316851 -1.232581 0.2 0.0 0.0 0.24
H 0.527339 -5.828465 -0.162272 0.0 0.0 0.1 0.29
H 3.789122 -4.363347 1.739062 0.1 -0.1 0.0 0.33
C 3.687496 1.515148 2.754700 -0.1 0.0 0.2 -1.21
C 4.673651 1.697308 1.603476 -0.5 0.0 -0.5 0.53
C 5.069386 0.366273 0.969995 -0.1 0.1 -0.1 -0.76
O 4.063532 2.480651 0.552983 0.2 0.0 0.1 -0.48
H 2.990934 0.687262 2.591278 0.3 -0.2 0.0 0.07
H 3.040590 2.383963 2.910386 0.3 0.3 -0.1 0.43
H 4.228792 1.358789 3.687968 -0.1 -0.2 0.0 0.47
H 5.531406 2.277280 1.944214 0.1 -0.1 0.0 0.28
H 4.132359 -0.155187 0.757946 0.1 -0.3 0.1 -0.18
H 5.723271 -0.255273 1.582040 -0.1 0.0 0.2 0.40
H 5.554677 0.515856 0.005607 0.1 0.2 0.1 0.34
H 3.117011 2.456611 0.698363 -0.1 0.1 0.0 0.09
C -5.075104 0.973320 -3.701377 0.2 -1.1 0.1 -1.58
C -3.638260 0.603191 -3.344097 -0.1 1.2 -0.2 0.54
C -2.669154 1.714780 -3.686206 0.2 0.5 -0.2 -1.32
O -3.520555 0.368103 -1.912135 -0.2 -0.5 0.1 -0.25
H -5.764623 0.194109 -3.364875 0.0 0.0 0.0 0.39
H -5.129805 0.983635 -4.788990 -0.2 0.4 0.0 0.41
H -5.408418 1.899217 -3.237147 0.2 0.2 -0.2 0.38
H -3.322390 -0.296789 -3.868128 -0.1 -0.3 0.3 0.29
H -2.974481 2.648379 -3.203684 0.0 -0.1 0.2 0.37
H -2.636519 1.955786 -4.750550 -0.2 -0.3 0.0 0.46
H -1.646966 1.494087 -3.380693 -0.1 -0.1 0.1 0.16
H -3.712544 1.188311 -1.436100 0.2 0.1 -0.1 0.15
C 1.219987 -2.503108 6.126012 -0.4 0.1 -0.2 -1.56
C 0.534655 -1.786722 4.990621 0.0 0.1 -1.3 0.92
C 0.184011 -0.324086 5.201742 0.0 0.1 0.7 -1.02
O 1.425137 -1.895929 3.868316 0.1 0.0 0.0 -0.50
H 2.156368 -1.985767 6.332034 0.0 -0.1 0.3 0.35
H 1.424193 -3.526474 5.814709 0.2 0.0 0.0 0.39
H 0.557724 -2.556141 6.991255 0.2 0.2 0.2 0.39
H -0.395065 -2.309662 4.708164 0.0 -0.1 0.3 0.07
H -0.433247 -0.198835 6.097503 -0.1 0.0 -0.1 0.38
H -0.363229 0.069532 4.344417 0.0 0.0 0.0 0.07
H 1.068486 0.298004 5.356429 0.1 -0.2 -0.1 0.28
H 1.093422 -1.366353 3.125476 0.0 -0.2 0.4 0.50
C -3.362707 -0.118151 3.246029 0.7 -0.5 -0.2 -0.94
C -4.368180 -0.837927 2.357774 -0.7 1.2 1.5 0.42
C -5.780833 -0.443576 2.768105 -0.6 -0.1 -0.2 -1.54
O -4.143697 -0.377192 0.991416 -0.1 -0.9 -0.5 -0.50
H -3.329442 0.953061 3.038472 -0.3 0.0 0.0 0.34
H -2.351528 -0.481400 3.047013 0.0 0.0 0.1 -0.15
H -3.569146 -0.268221 4.304801 -0.1 0.0 0.0 0.52
H -4.268564 -1.921110 2.390381 0.2 0.0 -0.4 0.41
H -6.534389 -0.773176 2.047017 0.2 0.1 -0.1 0.37
H -5.866161 0.638194 2.902236 0.1 0.0 -0.2 0.39
H -6.120423 -0.868868 3.713484 0.5 -0.2 0.1 0.43
H -4.408690 0.551258 0.919189 0.1 0.0 -0.1 0.20
C 3.553726 1.472625 -3.179648 -0.9 -1.5 0.3 -1.09
C 2.719474 2.723205 -3.295022 1.2 1.4 -0.4 1.81
C 3.618287 3.939739 -3.041534 -0.3 0.6 0.3 -1.46
O 2.185081 2.805130 -4.621581 -0.3 -0.3 0.1 -0.62
H 4.269950 1.298783 -3.981126 0.1 0.6 -0.1 0.47
H 2.901610 0.588458 -3.219727 0.0 0.1 -0.1 0.10
H 4.053660 1.379720 -2.214932 0.1 0.4 0.0 0.14
H 1.902983 2.803419 -2.570102 0.0 -0.5 0.1 -0.72
H 3.042902 4.865629 -2.909243 -0.2 -0.2 0.0 0.38
H 4.289644 4.164802 -3.870893 0.2 -0.5 0.0 0.37
H 4.166166 3.807293 -2.106300 0.2 0.0 -0.1 0.29
H 1.743711 3.657745 -4.696774 0.0 0.0 -0.1 0.36
C -0.434163 4.722515 1.099676 0.2 0.0 -0.2 -1.01
C -1.489645 4.648089 0.011045 -0.1 -0.6 -0.1 0.39
C -0.912596 4.498633 -1.396283 -0.1 -0.1 0.0 -0.64
O -2.367833 3.538003 0.237789 -0.5 -0.4 0.0 -0.58
H 0.191541 3.827416 1.101940 0.0 -0.1 -0.2 -0.01
H -0.885227 4.781654 2.088573 -0.1 0.2 0.0 0.33
H 0.225804 5.571148 0.913916 0.0 0.1 0.2 0.44
H -2.157465 5.508029 0.066864 0.1 0.2 0.0 0.31
H -0.395606 3.538253 -1.453176 0.3 0.1 0.0 -0.20
H -0.239748 5.297440 -1.710914 0.0 0.0 0.2 0.46
H -1.721105 4.433803 -2.125654 -0.1 0.2 0.0 0.21
H -1.877094 2.719247 0.433849 0.2 0.6 0.0 0.42
C -1.076682 -4.590430 -2.867931 -0.3 0.0 -0.1 -1.47
C -0.893111 -3.101963 -2.641836 1.3 -0.7 0.1 1.34
C -0.109834 -2.456059 -3.776848 -0.7 0.0 -0.3 -1.41
O -2.224354 -2.511605 -2.489553 -0.3 0.3 0.1 -0.38
H -0.127343 -5.073104 -3.093655 0.1 0.1 0.1 0.36
H -1.737814 -4.749527 -3.727293 0.1 0.0 0.0 0.48
H -1.528142 -5.092028 -2.011800 0.1 0.0 0.1 0.32
H -0.313970 -2.939814 -1.732837 -0.6 0.3 0.3 -0.41
H -0.376640 -2.983401 -4.697245 0.2 0.3 -0.2 0.46
H 0.963402 -2.540163 -3.621175 0.0 -0.2 0.1 0.37
H -0.326240 -1.391401 -3.879507 0.0 0.0 0.1 0.29
H -2.666686 -2.617489 -3.343972 -0.2 0.0 0.2 0.20
```
Forces are in eV/Å.

***

Molecular formula: C3H3N3O
Method: DFT, ωB97M-V/def2-TZVPD

- Gap between HOMO and LUMO (spin up / spin down): 7.30 / 7.31 eV
- Strongest force on any atom: 0.9 eV Å⁻¹
- LUMO (spin up / spin down): -2.0 / -2.0 eV
- Energy relative to the best compared isomer or geometry (same formula, charge and spin): 6.845 eV
- Molecular weight: 97.08 g/mol

```
10
Properties=species:S:1:pos:R:3:forces:R:3:nbo_charge:R:1
N -1.756722 1.731796 1.129680 0.4 -0.4 -0.3 -0.55
C -0.943081 0.999596 0.581219 -0.3 0.1 0.1 0.38
N 0.229676 -1.520057 -1.734555 0.7 0.0 0.6 -0.16
N 1.117217 -1.607111 -0.953175 -0.6 -0.1 -0.6 -0.04
O 1.059459 -0.432718 1.309226 0.1 0.0 -0.1 -0.47
C 1.237922 -0.344460 0.038671 0.0 0.2 0.2 0.18
C -0.105595 0.276934 -0.109810 -0.2 0.2 0.1 -0.16
H -2.588591 1.280885 1.509800 0.1 0.0 0.0 0.39
H 2.133759 0.176364 -0.344532 -0.1 -0.1 0.1 0.17
H -0.384045 -0.561228 -1.426522 -0.1 0.1 0.0 0.25
```
Forces are in eV/Å.